Record 1
# C18H27NO

C18H27NO in the gas phase (ωB97M-V/def2-TZVPD, the Open Molecules 2025 dataset).

Last column: Löwdin charge in e.
Cartesian coordinates (Å):
C: 4.703153 -2.458095 1.327445  -0.052
H: 3.505526 -2.849776 -1.409047  0.126
C: 1.194613 -1.156977 0.562971  -0.200
H: 5.175548 -2.976261 2.172898  0.109
O: -1.086482 2.664716 1.324294  0.020
C: -5.125703 1.224519 0.044904  -0.209
C: 3.183665 -2.552553 1.330635  -0.180
H: 1.423518 0.980308 2.293991  0.163
H: 4.890786 -1.132912 -1.074962  0.123
C: -1.174064 1.564601 0.725226  -0.379
H: 0.965804 -1.405534 1.650570  0.163
H: -3.650513 1.537798 1.771461  0.124
H: 1.600896 2.043619 0.732448  0.113
H: -3.849546 1.647349 -3.089791  0.119
H: -0.202761 -0.603388 -0.859537  0.102
H: 3.534996 -0.203040 -1.800041  0.103
H: 1.735710 0.459863 -0.715946  0.147
C: 1.270038 1.138345 1.160495  -0.065
H: 4.126879 0.837308 0.462190  0.131
H: -1.027109 -1.237471 0.667710  0.150
C: -5.123811 1.582673 -1.413337  -0.233
H: -5.930095 1.628470 0.545719  0.067
C: -2.538940 1.246637 0.063266  -0.267
H: 3.830527 -0.863762 2.522169  0.108
H: 5.141658 -2.601531 0.316477  0.096
C: -0.175807 -0.636925 0.191596  -0.124
H: -5.189793 2.649338 -1.581001  0.102
C: -3.803545 1.166550 -2.075681  -0.213
C: 3.872148 -1.196113 1.526339  -0.164
H: -3.770899 0.082571 -2.146264  0.106
H: 2.824459 -3.007303 2.194954  0.107
H: -2.754803 0.119514 0.228439  0.150
H: -6.064020 1.125048 -1.919429  0.138
C: 3.546632 -0.080656 0.409215  -0.104
H: -1.651675 1.262626 -1.944500  0.117
C: 3.803154 -0.848663 -0.976860  -0.194
H: -2.549026 2.785661 -1.467788  0.146
C: -3.845480 1.867155 0.709158  -0.141
C: 1.982295 0.125156 0.290846  -0.256
N: -0.114278 0.703255 0.795281  -0.031
H: -5.056011 0.070451 0.268218  0.148
H: 1.611142 -3.249795 -0.065336  0.117
H: -3.913621 3.005557 0.587444  0.139
C: 2.166762 -2.368278 0.156586  -0.174
H: 2.142549 -1.784243 -1.951401  0.123
C: -2.520660 1.654112 -1.377952  -0.181
C: 2.886183 -1.959925 -1.164076  -0.186

Force components x, y, z for each atom (eV/Å):
-0.71 -0.01 -2.07
-0.65 0.28 -0.42
1.37 -1.49 2.08
-0.07 0.57 -0.50
0.07 -1.49 -1.30
3.38 -1.72 0.81
-0.28 2.27 -1.78
0.03 0.67 -1.83
-1.14 0.37 0.06
-0.54 2.70 2.54
1.15 0.90 -0.63
-1.11 0.92 -0.69
-0.53 1.78 0.39
0.31 -0.89 0.55
-0.89 0.15 -1.60
0.68 0.93 -0.14
0.24 -0.15 -0.37
-0.57 -2.21 0.99
0.00 -0.08 0.26
1.13 0.78 -0.99
-0.89 -1.21 -0.87
-2.07 0.60 1.09
-0.41 -1.48 0.71
0.15 0.68 1.13
0.12 0.07 1.10
-0.64 -1.38 1.11
-0.32 0.49 0.39
-0.44 0.52 -1.24
-0.19 0.30 -0.62
0.05 -0.21 -0.31
-0.96 -0.59 1.29
0.58 1.42 -0.80
1.71 0.61 0.51
-0.86 -3.26 -1.10
-0.31 0.31 0.29
2.16 2.73 0.76
0.49 -1.16 0.35
1.26 -0.15 0.59
1.65 -0.47 2.31
-1.14 0.54 -0.77
-0.40 2.04 -0.72
-0.46 -0.88 0.11
0.42 -1.60 0.43
-0.30 0.88 -0.93
0.18 -0.18 0.16
-0.59 0.63 -1.34
-0.68 -3.50 0.98

As for the HOMO energy: -9.04 eV. The SMILES is O=C(C1CCCCC1)N1C[C@H]2[C@@H]3CC[C@@H]([C@H]4C[C@@H]34)[C@@H]2C1. Its spin multiplicity is 1. The value obtained for the energy above the lowest of the compared OMol25 structures with the same formula, charge and spin is 438.2 kJ/mol. Its electronic energy is -831.96266 a.u. The gap between HOMO and LUMO is 9.73 eV.

Record 2
# C5H12N2

C5H12N2 in the gas phase (ωB97M-V/def2-TZVPD, the Open Molecules 2025 dataset).

Last column: Löwdin charge in e.
Cartesian coordinates (Å):
C: -1.843806 0.797330 -0.005887  -0.048
H: 1.475894 0.849852 -2.103502  0.064
C: 1.311673 0.406354 -0.035840  -0.455
H: 0.685144 -1.709729 0.082592  0.134
C: 1.950123 0.941630 -1.103376  0.020
H: 0.732452 0.777902 1.970502  0.110
H: -1.747720 -1.535766 -1.256081  0.068
H: 2.835633 1.529020 -0.910139  0.045
H: -2.600081 -1.937262 0.085367  0.059
H: -1.492036 1.284983 -0.894985  0.063
N: -1.686644 -1.728667 -0.262783  0.003
C: -1.077816 -0.515948 0.312262  -0.450
H: -1.008162 -0.739938 1.388840  0.129
N: 1.598884 0.705888 1.334947  0.052
H: 2.006308 1.691678 1.298861  0.105
H: -1.694566 1.537420 0.800526  0.073
H: -2.908746 0.568015 -0.103201  0.070
H: 0.243287 -0.738282 -1.413668  0.137
C: 0.340977 -0.699107 -0.242204  -0.178

Force components x, y, z for each atom (eV/Å):
0.54 -0.42 1.22
0.99 -0.26 0.78
0.24 -0.29 0.16
0.05 0.98 -0.14
-0.92 -0.16 0.82
1.71 -0.41 -1.63
-0.28 -0.42 -0.13
-0.09 0.52 -0.39
-0.62 0.11 0.18
0.19 0.01 -0.70
0.04 0.35 -0.29
0.10 -1.24 0.04
-0.29 0.53 -0.08
-0.43 2.44 0.08
-0.57 -1.83 0.58
-0.21 -0.28 -0.22
0.14 0.17 0.08
0.03 -0.27 2.05
-0.63 0.48 -2.42

As for the HOMO energy: -8.31 eV. The SMILES is C=C(N)C[C@@H](C)N. Its spin multiplicity is 1. The value obtained for the energy above the lowest of the compared OMol25 structures with the same formula, charge and spin is 144.0 kJ/mol. Its electronic energy is -307.17449 a.u. The gap between HOMO and LUMO is 9.25 eV.

Record 3
# C41H39Cl2CoNO2P2

A molecular structure, C41H39Cl2CoNO2P2 (ωB97M-V/def2-TZVPD, the Open Molecules 2025 dataset).

Last column: Löwdin charge in e.
Cartesian coordinates (Å):
C: 0.450284 -3.549876 1.018586  -0.077
H: 3.429390 -1.066794 -4.572623  0.079
H: -0.169573 1.743321 -8.421905  0.072
H: 4.907997 -2.288706 4.697876  0.103
C: -0.451066 1.434850 -5.836904  -0.004
H: 3.075378 2.032792 -1.622492  0.032
C: 3.066420 -0.135699 2.856161  -0.100
H: 2.654048 -3.158739 5.209178  0.103
C: 1.650126 -1.705296 4.004099  -0.079
C: -2.533697 4.122332 1.317110  -0.109
C: 1.560733 -0.003895 -4.576433  -0.204
H: 3.877674 -2.848210 -0.607025  0.105
H: -2.467478 5.136645 1.690685  0.095
H: -2.367723 0.778817 -3.339296  0.082
H: -2.979716 1.700020 5.780897  0.105
C: 1.464441 -4.489751 1.112647  -0.074
H: 1.291481 -5.416154 1.643507  0.104
C: 1.796197 -0.613567 3.151698  -0.340
C: 0.441302 0.418947 -3.870216  -0.066
H: -1.690185 -0.548090 2.292851  0.018
H: 1.059215 0.495338 -8.621099  0.078
H: -4.344420 -2.575061 -2.563453  0.106
C: 4.036696 -1.816467 4.264085  -0.081
C: 0.650670 1.022161 -6.572533  -0.267
Cl: 2.050253 2.786209 0.348395  0.657
C: 2.700948 -4.236347 0.534811  -0.079
C: 0.034678 3.133072 5.230422  -0.076
H: -5.672861 -3.511121 -0.692021  0.103
P: -0.600570 -1.060629 0.350099  0.990
C: -2.984547 -2.379226 1.026191  -0.103
C: -3.971534 -2.523186 -1.549382  -0.068
C: -1.217889 2.918801 5.791323  -0.082
C: 3.275109 1.863112 -0.569655  -0.978
O: 0.789227 0.961314 -1.600048  -0.119
C: -1.539602 1.026267 4.345781  -0.075
Co: 0.261524 0.997690 0.275646  0.101
H: 3.183468 0.709448 2.188976  0.071
H: -1.580379 3.575201 6.570639  0.103
H: -2.777607 0.532010 -0.009757  0.055
H: 0.659939 -2.090286 4.214438  0.106
C: 2.768192 -2.306215 4.553686  -0.077
H: 2.512220 -0.035367 -6.486401  0.117
H: -2.409685 2.244216 -4.318488  0.079
H: 5.172649 -0.351149 3.181762  0.104
H: -1.234514 2.001791 -6.325998  0.114
C: -1.396634 2.053099 0.655045  -0.229
C: -2.741483 -1.930661 -1.314820  -0.075
H: -4.802007 1.833297 0.312564  0.095
H: -0.438292 3.839355 1.401368  0.064
C: 1.647912 0.300621 -5.926438  -0.008
C: -2.002238 1.868290 5.348683  -0.074
H: -4.678561 4.159809 1.158344  0.092
C: -1.383407 3.368828 1.138795  -0.151
C: -3.776638 3.578424 1.021617  -0.114
H: 1.469299 2.478435 3.792274  0.102
H: 0.649815 3.955468 5.567945  0.104
H: 3.494731 -4.966481 0.615604  0.103
H: 3.072317 -0.234646 -3.060118  0.073
C: 4.188249 -0.730785 3.416192  -0.075
H: -2.175646 -1.545273 -2.144495  0.083
C: 0.310827 0.102882 -2.411485  -0.573
H: 2.055399 -1.190655 -0.800892  0.077
C: 0.665244 -2.356806 0.340222  -0.320
H: -2.168597 0.207509 4.022341  0.096
C: -0.288916 1.235565 3.779805  -0.323
H: -0.506460 -3.737943 1.488897  0.102
N: -0.785457 -0.992314 2.128939  -0.312
Cl: 4.903743 2.387670 -0.161090  0.550
C: -4.212915 -2.975277 0.784329  -0.079
C: 2.918087 -3.048069 -0.148725  -0.069
C: 2.630497 -0.798973 -3.883899  -0.023
H: 1.530021 2.133127 -8.193401  0.082
H: -1.476772 2.195212 -2.823624  0.087
C: 0.772847 1.364530 -8.029795  -0.054
C: -4.714825 -3.046189 -0.502561  -0.082
H: -4.776238 -3.387199 1.611915  0.104
C: -1.770279 1.616440 -3.700218  -0.016
H: 2.225899 -1.720780 -3.460420  0.088
O: -0.261557 -0.945096 -2.081640  -0.033
C: -3.842024 2.276236 0.548978  -0.104
P: 0.381416 0.239584 2.424300  0.912
C: 0.494825 2.296974 4.229307  -0.093
C: -2.675010 1.542911 0.376371  -0.142
C: -0.578295 1.144150 -4.482548  -0.193
H: -2.609170 -2.359823 2.038339  0.089
C: 1.899315 -2.113900 -0.252560  -0.090
H: 3.155017 0.815817 -0.301071  0.007
C: -2.231231 -1.837865 -0.018187  -0.301

Force components x, y, z for each atom (eV/Å):
0.03 -0.06 0.03
0.03 0.01 -0.02
-0.02 0.00 -0.02
0.02 -0.01 0.01
-0.02 -0.02 0.05
0.04 -0.03 0.11
0.07 -0.01 0.03
0.01 -0.03 0.02
-0.01 0.00 -0.05
-0.17 0.01 -0.02
-0.04 -0.09 -0.05
0.03 -0.02 0.00
0.04 0.04 0.02
-0.03 -0.08 0.02
-0.01 0.00 0.00
-0.01 0.03 -0.01
0.00 -0.03 0.01
-0.02 -0.12 0.21
-0.11 0.19 0.05
-0.04 -0.11 0.03
0.02 -0.04 -0.01
-0.02 -0.01 -0.02
0.02 -0.01 0.00
0.00 0.00 0.03
-0.12 0.08 0.07
0.01 0.04 -0.02
-0.03 -0.02 0.00
-0.03 0.00 0.01
-0.39 0.20 0.51
0.09 0.00 0.01
-0.02 -0.01 0.03
0.04 0.06 0.01
-0.11 -0.06 -0.06
0.19 0.10 -0.02
0.01 0.03 0.01
0.16 -0.21 -0.28
-0.01 0.06 -0.05
-0.02 0.02 0.02
-0.07 0.15 0.00
-0.02 0.01 0.01
0.04 -0.01 0.00
0.06 -0.01 -0.05
-0.03 0.00 -0.01
0.06 0.01 0.00
-0.03 0.02 -0.03
-0.35 -0.16 0.08
-0.04 0.03 0.02
-0.03 -0.03 -0.02
0.04 0.00 0.00
0.00 0.01 -0.02
-0.03 -0.04 -0.03
-0.03 0.03 0.01
0.29 -0.04 0.07
0.02 -0.03 0.00
0.06 -0.02 -0.05
0.02 0.03 0.02
0.03 -0.02 0.00
0.03 0.05 0.03
-0.05 -0.03 0.01
0.02 0.03 -0.02
-0.12 -0.08 -0.09
0.00 -0.05 0.04
0.03 -0.08 -0.26
-0.02 -0.01 0.01
0.08 -0.05 0.09
-0.02 0.00 0.00
-0.04 0.28 -0.10
0.03 0.00 0.01
-0.03 -0.02 0.09
0.00 -0.02 -0.01
0.09 -0.09 0.02
0.03 0.01 0.02
0.05 0.01 0.05
-0.01 0.03 -0.09
0.00 0.01 -0.09
0.01 0.00 0.01
-0.08 0.05 0.00
-0.04 0.00 0.00
0.12 -0.19 0.17
-0.03 0.13 0.06
0.05 0.30 -0.25
-0.03 0.02 0.01
0.08 -0.10 -0.07
0.18 0.05 -0.08
-0.01 -0.01 0.03
-0.05 0.03 0.01
0.03 0.12 -0.04
0.17 -0.17 -0.27

As for the HOMO energy (spin up / spin down): -7.06 / -7.90 eV. Its spin multiplicity is 2. The value obtained for the energy above the lowest of the compared OMol25 structures with the same formula, charge and spin is 104.9 kJ/mol. Its expectation value of S² is 1.00. Its electronic energy is -4776.88063 a.u. The gap between HOMO and LUMO (spin up / spin down) is 7.20 / 8.40 eV.

Which of these has the highest spin multiplicity?
C41H39Cl2CoNO2P2

Number 3 is which compound?
C41H39Cl2CoNO2P2

What is the formula in the first record?
C18H27NO

Among the records above, which one has the lowest electronic energy?
C41H39Cl2CoNO2P2